1.
134
Properties=species:S:1:pos:R:3:mulliken_spin:R:1 method="wB97M-V/def2-TZVPD" charge=+1 multiplicity=2 homo_lumo_gap_ev="5.460 / 2.038" e_lumo_ev="-5.699 / -9.122"
C -4.245 2.436 3.630 0.0004
O 1.593 4.048 2.861 0.7468
H 3.762 -2.481 -0.846 0.0000
C 0.864 -1.622 4.060 0.0001
H 1.895 -4.329 6.273 0.0000
H 1.978 -2.592 1.201 -0.0002
H -2.984 -0.265 4.007 0.0001
C 2.151 -3.379 0.467 0.0001
O -1.622 1.022 0.239 0.0008
H -4.727 1.950 2.782 0.0000
H -1.546 4.279 3.873 -0.0029
H -3.857 -0.474 5.572 0.0000
H 0.205 2.519 1.293 0.0109
H 0.549 -0.680 4.509 0.0002
H 2.299 -0.613 -5.059 0.0000
C 4.315 -4.480 -0.455 0.0000
H 1.748 4.422 -6.205 0.0000
C -4.684 -1.027 -2.085 -0.0001
H 3.919 -3.538 -5.037 0.0000
S 2.261 -2.311 5.135 0.0001
H 0.886 -4.334 3.799 0.0001
O 1.381 -3.279 -3.407 0.0000
C 1.764 -4.482 -3.139 0.0000
H -4.281 -6.912 1.097 0.0000
O 2.989 -4.582 -3.531 0.0000
H -4.400 -6.983 -0.645 0.0000
C -3.904 1.493 4.768 -0.0002
H 0.717 -3.228 6.740 0.0000
H -0.424 7.021 -3.368 0.0000
H -0.637 -2.892 3.067 0.0006
C -1.886 5.508 -2.973 0.0001
H -0.893 -1.907 -0.927 0.0001
H 1.729 -2.839 -5.360 0.0000
O 3.317 -2.941 4.249 0.0000
H 0.461 1.326 -1.550 -0.0004
O 2.089 0.224 1.064 0.0057
H -2.897 1.755 5.090 0.0000
H -0.685 5.874 -1.228 -0.0006
H 4.192 -4.723 -1.510 0.0000
H -4.119 -1.169 -1.164 0.0001
H -5.277 -0.034 -4.469 0.0000
C 3.146 0.822 1.286 0.0005
H -3.994 -0.642 -5.474 0.0000
H 1.473 -3.202 -0.368 0.0003
C -3.881 -0.027 4.578 0.0001
C 4.185 0.272 2.234 0.0009
O 2.972 -6.652 -0.582 0.0000
H 1.317 -5.425 0.894 0.0000
O 0.697 3.210 -3.777 0.0000
H 4.308 1.828 0.141 0.0004
H 1.452 4.927 -2.157 0.0002
O -2.731 4.659 -3.411 0.0002
C -0.315 3.425 1.604 0.1317
H 5.154 0.108 1.764 -0.0001
H -0.831 5.883 -4.747 0.0000
H 0.405 -0.971 -0.250 0.0005
H -2.072 -4.580 0.714 -0.0001
H -5.526 -1.713 -2.177 0.0000
H -1.914 4.729 -1.047 -0.0005
C 2.370 4.935 -2.745 -0.0004
H 2.384 -4.720 2.237 0.0000
C -0.554 1.127 -1.894 -0.0013
C -3.042 -4.206 1.041 0.0002
H -0.313 0.605 -2.820 0.0002
C 2.455 6.091 -3.774 -0.0001
H -3.396 3.063 3.358 0.0002
C -3.863 -1.105 -3.347 0.0000
H 4.067 -2.713 -3.528 0.0000
H -2.240 6.566 -1.095 0.0001
O -2.932 -1.814 -3.541 0.0000
C 1.212 -3.597 5.841 0.0001
H 1.483 -1.460 3.178 -0.0003
C 0.313 -3.952 4.644 -0.0003
C -0.681 -1.017 -0.335 0.0000
C -0.209 -2.678 4.046 -0.0007
H 0.068 4.359 4.787 -0.0003
H -3.788 0.743 -4.425 0.0000
H 4.248 -2.780 0.717 0.0001
C 0.340 3.959 2.889 -0.0028
S 2.118 3.500 -3.835 0.0001
C 3.606 -3.211 -0.052 0.0001
C -0.567 3.841 4.069 0.1179
H 3.095 6.922 -3.480 0.0000
C -1.415 0.221 -0.930 0.0012
H -0.805 2.798 4.282 -0.0022
H 2.506 -0.641 -3.322 0.0000
H -1.379 3.278 1.792 0.0240
C 1.977 -1.117 -4.147 0.0000
O -4.962 -4.380 -0.453 0.0000
C 3.420 -3.394 -4.079 0.0000
H 3.294 3.706 -6.033 0.0000
C -3.887 -6.482 0.176 0.0000
C -1.724 5.699 -1.507 0.0003
O -4.893 1.715 5.650 0.0002
O 3.026 2.474 -3.556 0.0000
H -2.859 -6.743 -0.073 0.0000
O -5.058 3.335 4.194 0.0000
H -4.771 -0.233 3.984 0.0000
C -5.633 2.800 5.276 0.0001
H -0.182 4.265 0.922 -0.0312
O 4.444 -6.258 1.512 0.0000
O 1.120 -5.279 -2.411 0.0000
C 3.096 5.560 -5.068 0.0000
H 4.487 0.996 2.991 0.0001
H -5.051 -0.006 -1.978 0.0000
H -2.389 -0.115 -1.287 -0.0009
H 3.337 2.874 1.382 0.0020
S 3.478 -5.742 0.453 0.0000
C 2.537 4.255 -5.472 0.0000
H 2.617 2.328 -0.139 0.0012
H 1.496 6.577 -3.954 0.0000
H 3.269 6.283 -5.866 0.0000
O -6.572 3.293 5.908 0.0000
H -1.114 -2.343 4.555 0.0000
H 3.323 4.789 -2.237 0.0000
H -1.802 7.257 -4.303 0.0000
O -1.579 0.579 2.487 -0.0019
H -1.031 2.093 -2.059 0.0009
H -0.473 -4.668 4.885 0.0000
H 5.388 -4.407 -0.279 0.0000
H 4.002 -0.600 2.861 0.0000
C -4.211 -0.260 -4.476 0.0000
H -3.243 -4.546 2.057 0.0000
C -1.193 6.452 -3.891 0.0001
C -1.434 0.208 1.314 -0.0050
H -3.225 -3.144 0.873 0.0001
C -4.055 -4.979 0.202 -0.0002
H 0.915 -0.920 -4.004 0.0000
C 2.122 -4.748 1.179 -0.0001
O -1.205 -1.032 0.930 0.0015
O 2.647 -1.444 6.235 0.0000
H 4.108 5.263 -4.790 0.0000
C 3.366 2.098 0.618 0.0012
C 2.157 -2.609 -4.384 0.0001

2.
134
Properties=species:S:1:pos:R:3:lowdin_charge:R:1 method="wB97M-V/def2-TZVPD" charge=+1 homo_lumo_gap_ev=4.363 e_lumo_ev=-5.253
H 6.761 -0.873 -1.315 0.1584
H 3.373 -4.624 8.182 0.0897
H -8.343 7.081 2.980 0.0886
C -4.536 0.412 -4.595 -0.0638
H 2.573 -4.115 -3.619 0.0960
C -1.343 0.383 0.472 -0.0564
O 3.956 -7.627 9.800 -0.0047
C 4.075 -1.988 3.114 -0.0978
H 4.993 -3.468 -0.902 0.0895
H -3.682 7.344 -3.027 0.0884
C -2.907 0.549 -0.016 0.0035
H 0.009 -0.857 -9.789 0.0885
H 6.234 -0.880 1.316 0.1339
H -4.682 2.198 -0.346 0.0985
H 3.023 -2.006 2.594 0.1135
C -1.214 1.083 -7.596 -0.3175
C -0.598 -1.104 0.541 -0.3578
C -7.247 5.736 0.835 -0.0447
H -5.095 6.964 -4.056 0.0987
C -3.586 6.385 -6.238 -0.3303
H -2.948 6.688 -7.084 0.1268
H 1.412 2.743 -0.380 0.1547
H 5.234 -0.917 -4.440 -0.0980
H -0.824 -3.274 -0.215 0.0875
C 5.477 -8.784 7.746 -0.0498
H 5.182 -7.827 7.306 0.0859
H -1.663 0.205 -7.102 0.1281
N -7.557 7.133 1.057 -0.2076
H -3.581 -0.377 -0.333 0.0940
H 3.663 -5.425 -3.110 0.0985
O 1.009 1.492 1.385 -0.1684
H 4.061 -2.767 4.010 0.0906
H 3.935 -4.259 6.077 0.1277
H -0.905 2.724 -9.737 0.0965
H -3.720 -0.301 -4.442 0.0842
H 4.306 -3.772 -3.339 0.0769
H 3.616 -2.999 0.128 0.0714
H 1.937 -4.431 0.035 0.1309
H -2.197 2.516 -3.970 0.0998
C 5.070 0.362 -2.027 -0.4028
C 2.984 -4.598 5.635 -0.3287
C -0.982 -1.707 2.050 -0.1032
O -5.950 7.877 -0.432 -0.0024
H -4.774 0.476 -5.661 0.0904
H -4.186 4.863 1.313 0.0776
H 3.898 -2.150 -1.414 0.0616
C -2.219 8.028 -4.994 -0.0705
C -4.039 6.746 -3.871 -0.0409
H -1.091 -0.773 2.773 0.0899
H -2.374 -2.249 -0.554 0.0759
C 3.958 -3.116 -0.904 -0.0782
N 3.139 -4.074 -1.618 -0.2016
H 2.286 -6.022 8.383 0.0777
H 4.708 -11.416 8.045 0.0909
H -7.394 5.503 -0.224 0.0981
S 5.569 0.311 -3.850 0.7477
C -6.846 8.095 0.372 -0.3249
C 3.276 1.330 0.067 0.1047
C -3.554 2.070 -0.001 -0.0151
H -3.245 3.289 -5.182 0.0899
H -7.890 5.096 1.444 0.0899
H 6.230 -8.600 8.517 0.0950
H -3.759 5.066 -0.522 0.0790
N -0.809 0.827 -8.888 -0.2072
H -1.446 -1.178 -8.810 0.0847
H -2.482 5.659 0.792 0.0841
H 6.544 -0.475 3.706 0.0929
C -4.776 2.387 -3.128 -0.3327
H -7.163 9.123 0.617 0.1294
C -3.290 4.843 0.528 -0.1075
N 2.070 -5.019 6.577 -0.2008
H 0.067 1.539 -10.660 0.0894
O 2.801 -4.585 4.424 -0.0254
H 0.559 -1.027 0.365 0.1161
O 1.350 -5.540 -1.561 0.0186
H 0.161 -5.790 6.993 0.0920
O -4.467 5.545 -6.370 -0.0041
H -8.733 8.560 2.065 0.0852
C 3.445 -4.358 -3.005 -0.0463
C 2.081 -4.721 -1.019 -0.3221
H -5.419 0.068 -4.050 0.0827
O -4.472 3.489 -2.688 -0.0204
H -3.935 5.682 -3.638 0.0672
N -4.111 1.716 -4.131 -0.1885
H 0.271 -4.694 5.585 0.0915
N 5.902 -0.358 -0.962 0.0222
H -1.603 -0.368 -10.390 0.0919
H -2.080 -2.147 1.936 0.0937
C 3.731 1.224 -1.539 0.0123
C -0.382 1.667 0.940 -0.1184
H 4.910 -2.328 2.368 0.0817
H 3.009 -11.047 8.437 0.0861
C -0.975 -0.474 -9.502 -0.0643
C 5.618 -0.483 4.424 -0.0923
H -0.215 -2.505 2.434 0.0768
H 0.698 2.238 -9.139 0.0919
C -1.189 -2.186 -0.542 -0.1327
O -1.105 2.156 -7.017 -0.0010
H 1.639 -4.359 8.498 0.0929
N 4.281 -0.622 3.730 -0.1573
C -0.200 1.891 -9.659 -0.0477
H -0.779 -2.025 -1.651 0.0906
C -1.025 3.203 0.953 0.0465
H 2.431 3.148 1.154 0.1625
H 5.895 -9.432 6.971 0.0890
H 3.924 1.816 4.256 0.1117
H 3.654 -10.639 6.827 0.0893
H 5.706 -1.294 5.280 0.1176
C 3.892 -10.704 7.892 -0.0645
H 5.604 0.577 4.968 0.1100
H 2.786 -9.287 9.753 0.1316
H -0.407 4.151 1.304 0.1053
H -1.479 7.696 -4.261 0.0859
C -8.606 7.476 1.995 -0.0661
C 2.365 -5.003 7.994 -0.0539
C 1.965 2.232 0.546 -0.1407
H 0.914 -6.348 5.470 0.0939
N -3.279 7.045 -5.067 -0.2065
F 2.965 1.915 -2.602 -0.0399
N 4.317 -9.400 8.356 -0.2097
C -2.951 2.331 -4.742 -0.0346
C 3.652 -8.729 9.360 -0.3266
O 3.478 1.782 3.353 0.0494
C 4.257 0.503 1.136 0.0940
H -1.731 8.153 -5.965 0.0817
H -5.641 1.829 -2.735 0.1274
H -9.544 7.025 1.656 0.0896
H -2.532 1.683 -5.517 0.0449
H -2.645 8.985 -4.680 0.0888
C -2.619 3.336 0.483 -0.1517
H -6.199 5.559 1.092 0.0616
B 4.006 0.512 2.760 -0.4279
C 5.549 -0.319 0.535 0.0773
C 0.774 -5.493 6.138 -0.0451

Molecular weight, record by record: 957.186, 874.952 g mol⁻¹